Formula: C8H7O2S
Source: the OMol25 dataset
Level of theory: ωB97M-V/def2-TZVPD

XYZ file:
```
18
Properties=species:S:1:pos:R:3
C -2.562 1.179 -0.186
C -2.149 0.198 -1.085
C -1.730 1.408 0.917
C -0.873 -0.393 -0.981
C -0.495 0.771 0.969
C -0.061 -0.177 0.117
C 1.671 -2.056 0.456
C 1.486 -0.772 0.213
O 2.810 0.866 -1.456
O 3.995 -0.100 0.499
S 2.804 0.635 0.021
H -3.543 1.688 -0.366
H -2.591 0.056 -1.994
H -2.089 2.032 1.700
H -0.580 -0.947 -1.788
H 0.334 0.888 1.870
H 2.627 -2.482 0.370
H 0.944 -2.793 0.725
```

Summary:
Charge: -1
Calculated total energy in eV: -23338.716
E_HOMO in eV: -3.50

Results of the Mulliken charge analysis, in e, for atoms 1 through 5: number 1, C, carries -0.2978; number 2, C, carries -0.5957; number 3, C, carries -0.5861; number 4, C, carries -0.2757; number 5, C, carries 0.0758